C13H10I2N2O5PdS2 | wB97M-V/def2-TZVPD

Properties
* HOMO level (spin up / spin down): -14.835 / -14.827 eV
* orbital gap (spin up / spin down): 6.482 / 3.850 eV
* energy relative to the best compared isomer or geometry (same formula, charge and spin): 8.1 kcal/mol

ORCA input file:
```
! RIJCOSX wB97M-V def2-TZVPD def2/J DEFGRID3
* xyz 2 5
Pd 0.134 -1.092 -1.676
O -0.338 6.294 1.602
C 0.020 5.628 0.498
O 0.316 6.202 -0.505
C 0.044 4.116 0.545
C 0.091 3.466 -0.681
C 0.140 2.088 -0.735
C 0.166 1.335 0.434
C 0.107 1.982 1.665
C 0.050 3.364 1.714
N 0.263 -0.080 0.323
C 0.542 -0.864 1.280
C 0.674 -2.299 1.050
C 0.903 -3.197 2.073
C 1.039 -4.545 1.763
C 0.932 -4.949 0.444
C 0.694 -3.990 -0.530
N 0.574 -2.702 -0.222
H -0.617 5.730 2.336
H 0.085 4.062 -1.583
H 0.153 1.594 -1.698
H 0.097 1.424 2.591
H 0.033 3.834 2.690
H 0.723 -0.497 2.287
H 0.965 -2.849 3.096
H 1.227 -5.269 2.544
H 1.035 -5.987 0.163
H 0.587 -4.262 -1.572
I 2.586 -0.605 -2.294
I -0.448 -1.951 -4.772
O -3.944 -1.009 -1.934
S -2.592 -1.159 -2.304
O -1.720 0.026 -2.284
O -1.838 -2.318 -1.825
S -2.682 -1.520 -4.485
*
```

Atomic partial charges in e from the natural (NBO) method, atoms 1 to 2: 0.976 -0.636



C35H63F7N5O5PS | wB97M-V/def2-TZVPD

Properties
* HOMO level (spin up / spin down): -8.484 / -8.741 eV
* orbital gap (spin up / spin down): 8.129 / 8.386 eV

ORCA input file:
```
! RIJCOSX wB97M-V def2-TZVPD def2/J DEFGRID3
* xyz 0 3
C 8.297 -0.841 2.704
C 7.237 -1.932 2.287
C 7.819 -2.723 1.101
C 6.830 -3.730 0.442
C 5.683 -2.949 -0.234
C 4.428 -3.793 -0.572
C 3.711 -4.408 0.663
C 2.706 -3.467 1.378
C 1.461 -3.047 0.544
P 0.971 -4.335 -0.736
S 0.385 -6.010 0.100
C 1.807 -1.597 -0.014
C 1.375 -1.205 -1.431
F 0.039 -1.308 -1.623
F 1.954 -1.946 -2.393
C 1.701 0.302 -1.764
F 0.823 1.128 -1.162
F 1.510 0.412 -3.127
C 3.201 0.704 -1.518
F 3.373 1.158 -0.299
F 3.496 1.741 -2.335
F 4.053 -0.239 -1.824
N 1.402 -0.660 0.996
C 0.115 -1.081 1.458
O -0.753 -0.431 1.844
C 0.137 -2.671 1.339
C 0.007 -3.136 2.807
C 0.952 -2.398 3.824
N 0.214 -1.523 4.758
O -1.011 -2.902 0.487
N -1.935 -3.850 1.027
O -2.942 -3.306 1.210
H 8.798 -0.466 1.805
H 7.727 0.005 3.117
H 8.978 -1.282 3.438
H 7.004 -2.578 3.146
H 6.321 -1.374 2.047
H 8.707 -3.265 1.470
H 8.190 -2.064 0.299
H 6.499 -4.514 1.136
H 7.417 -4.241 -0.341
H 5.367 -2.047 0.313
H 6.081 -2.586 -1.198
H 4.767 -4.633 -1.202
H 3.738 -3.178 -1.164
H 3.271 -5.376 0.384
H 4.476 -4.660 1.416
H 3.294 -2.595 1.715
H 2.416 -3.984 2.305
H 2.101 -4.665 -1.525
H 0.029 -3.799 -1.642
H 2.907 -1.554 -0.086
H 2.080 -0.431 1.712
H 0.238 -4.214 2.841
H -1.013 -3.034 3.200
H 1.804 -1.890 3.358
H 1.381 -3.191 4.457
H -0.220 -2.154 5.430
H -0.584 -1.094 4.289
C -7.825 -3.491 0.475
C -8.587 -2.807 1.631
C -9.312 -1.576 1.082
C -8.347 -0.460 0.692
C -7.426 -0.095 1.856
C -6.758 -1.288 2.558
N -7.672 -2.452 2.755
O -8.402 -2.217 3.808
C -5.513 -1.753 1.771
C -6.173 -0.775 3.880
C -9.610 -3.863 2.062
H -8.528 -3.951 -0.220
H -7.232 -2.809 -0.129
H -7.169 -4.280 0.849
H -10.017 -1.192 1.827
H -9.913 -1.856 0.213
H -7.754 -0.745 -0.182
H -8.915 0.423 0.391
H -6.660 0.600 1.504
H -8.025 0.460 2.587
H -5.072 -2.635 2.234
H -4.749 -0.974 1.763
H -5.708 -1.980 0.725
H -6.922 -0.289 4.504
H -5.397 -0.034 3.684
H -5.722 -1.587 4.456
H -9.111 -4.759 2.439
H -10.228 -4.157 1.213
H -10.290 -3.501 2.833
C 1.980 5.289 -1.926
C 1.436 5.213 -3.369
C 2.610 5.340 -4.342
C 3.207 6.744 -4.348
C 2.135 7.799 -4.621
C 0.857 7.664 -3.777
N 0.395 6.253 -3.617
O -0.258 5.919 -4.693
C 1.061 8.288 -2.379
C -0.215 8.558 -4.414
C 0.842 3.804 -3.452
H 2.553 4.391 -1.691
H 2.665 6.116 -1.754
H 1.166 5.360 -1.201
H 2.285 5.086 -5.356
H 3.387 4.615 -4.083
H 3.713 6.957 -3.401
H 3.980 6.806 -5.118
H 2.565 8.793 -4.478
H 1.871 7.733 -5.682
H 0.176 8.141 -1.758
H 1.227 9.364 -2.462
H 1.923 7.900 -1.841
H -0.381 8.321 -5.465
H 0.094 9.603 -4.372
H -1.168 8.471 -3.889
H 0.013 3.687 -2.750
H 1.585 3.045 -3.211
H 0.479 3.566 -4.452
*
```

Atomic partial charges in e from the Mulliken method, atoms 1 to 2: -1.257 0.030



C9H13N2OP | wB97M-V/def2-TZVPD

Properties
* HOMO level (spin up / spin down): -7.780 / -7.780 eV
* orbital gap (spin up / spin down): 7.518 / 7.519 eV
* energy relative to the best compared isomer or geometry (same formula, charge and spin): 73.7 kcal/mol

ORCA input file:
```
! RIJCOSX wB97M-V def2-TZVPD def2/J DEFGRID3
* xyz 0 1
C 0.654 0.338 0.835
C -1.033 -1.822 0.112
C 3.042 0.230 0.522
C 0.869 -0.387 -1.438
C 1.876 -0.582 0.855
C -1.357 -0.470 -0.352
C -0.034 0.297 -0.467
C -2.597 0.084 0.402
C -0.294 1.862 -0.974
N 0.400 0.999 1.923
N -1.679 -2.752 0.612
O 3.084 1.197 -0.199
P 1.547 -1.892 -0.493
H 3.991 -0.188 1.099
H 0.589 -0.554 -2.446
H 1.747 0.116 -1.387
H 1.869 -0.976 1.839
H -1.658 -0.774 -1.451
H -3.355 -0.725 0.304
H -2.797 0.935 -0.231
H -2.416 0.299 1.507
H -0.816 1.924 -1.863
H 0.673 2.336 -1.360
H -0.663 2.411 -0.181
H -0.397 1.666 1.873
H -1.247 -3.572 0.959
*
```

Atomic partial charges in e from the natural (NBO) method, atoms 1 to 2: 0.368 0.397



C36H24Cl4FN3O6PbTe | wB97M-V/def2-TZVPD

Properties
* HOMO level (spin up / spin down): -8.155 / -7.966 eV
* orbital gap (spin up / spin down): 5.420 / 5.741 eV
* energy relative to the best compared isomer or geometry (same formula, charge and spin): 42.6 kcal/mol

ORCA input file:
```
! RIJCOSX wB97M-V def2-TZVPD def2/J DEFGRID3
* xyz 0 1
Pb 0.054 -0.269 -0.167
Cl 7.348 0.517 -1.448
C 5.837 0.161 -0.727
C 5.781 -0.177 0.644
Cl 7.238 -0.246 1.538
C 4.570 -0.433 1.247
Cl 4.486 -0.843 2.912
C 3.343 -0.382 0.524
O 2.222 -0.555 1.065
C 3.409 -0.053 -0.907
O 2.316 0.041 -1.540
C 4.683 0.208 -1.477
Cl 4.737 0.595 -3.151
N 0.091 1.269 1.932
C -1.222 1.252 2.443
C -1.953 2.432 2.489
C -3.240 2.452 2.992
C -3.807 1.277 3.454
C -3.095 0.093 3.378
C -1.804 0.049 2.860
C -1.122 -1.261 2.772
C -1.156 -2.093 3.894
C -0.647 -3.375 3.846
C -0.115 -3.869 2.670
C -0.051 -3.042 1.557
C -0.523 -1.743 1.610
H 0.498 2.195 1.904
H 0.716 0.612 2.387
H -1.496 3.342 2.125
H -3.787 3.383 3.035
H -4.806 1.271 3.862
H -3.563 -0.819 3.715
H -1.579 -1.711 4.812
H -0.670 -3.997 4.727
H 0.270 -4.878 2.621
H 0.392 -3.426 0.650
F -5.098 -3.113 0.421
C -5.082 -1.823 0.030
C -4.708 -1.518 -1.227
N -4.684 -0.240 -1.692
C -3.862 0.047 -2.846
C -2.372 -0.018 -2.390
O -1.492 -0.003 -3.258
O -2.214 -0.126 -1.155
C -4.976 0.825 -0.853
O -4.924 1.975 -1.212
N -5.386 0.468 0.410
C -5.458 -0.795 0.988
O -5.806 -0.942 2.134
H -4.409 -2.285 -1.927
H -4.094 1.049 -3.212
H -4.039 -0.685 -3.634
H -5.604 1.248 1.019
Te 0.646 -1.439 -2.872
C -1.013 -2.768 -3.229
C -1.854 -3.275 -2.250
C -2.904 -4.111 -2.606
C -3.126 -4.429 -3.936
C -2.295 -3.907 -4.915
C -1.243 -3.079 -4.563
C 1.936 -3.085 -2.354
C 1.439 -4.315 -1.936
C 2.303 -5.325 -1.555
C 3.671 -5.109 -1.564
C 4.177 -3.892 -1.987
C 3.312 -2.889 -2.390
H -1.706 -3.012 -1.210
H -3.546 -4.521 -1.839
H -3.943 -5.081 -4.209
H -2.464 -4.150 -5.953
H -0.592 -2.668 -5.324
H 0.371 -4.480 -1.911
H 1.908 -6.281 -1.242
H 4.342 -5.892 -1.248
H 5.244 -3.723 -1.996
H 3.706 -1.955 -2.755
*
```

Atomic partial charges in e from the Mulliken method, atoms 1 to 2: 1.614 -0.178